(1)
{
  "formula": "C35H25IrN5OPS2",
  "method": "ωB97M-V with the def2-TZVPD basis set",
  "multiplicity": 2,
  "energy_ev": -79987.3450,
  "total_charge": 1,
  "lumo_energy_ha": [-0.1536, -0.2211],
  "homo_lumo_gap_ev": [6.61, 4.71],
  "species": ["Ir", "S", "C", "S", "C", "C", "N", "C", "N", "O", "N", "C", "C", "C", "C", "C", "C", "C", "P", "C", "C", "C", "C", "C", "C", "C", "C", "C", "C", "C", "C", "H", "H", "H", "H", "H", "H", "H", "H", "H", "H", "H", "H", "H", "H", "H", "H", "C", "C", "C", "C", "C", "C", "N", "N", "C", "C", "C", "C", "C", "C", "H", "H", "H", "H", "H", "H", "H", "H", "H"],
  "coordinates": [[-0.016, -0.323, 0.135], [1.544, 1.189, 1.444], [0.228, 1.723, 2.398], [-1.294, 1.014, 2.076], [0.389, 2.713, 3.362], [-0.727, 3.338, 3.935], [-1.662, 3.893, 4.303], [1.672, 3.184, 3.681], [2.731, 3.545, 3.937], [2.724, -0.978, -0.715], [1.883, -0.197, -1.430], [2.315, 0.526, -2.378], [1.488, 1.419, -3.168], [2.073, 1.949, -4.326], [1.406, 2.858, -5.123], [0.138, 3.289, -4.762], [-0.454, 2.783, -3.618], [0.190, 1.832, -2.826], [-0.766, 1.338, -1.353], [-2.371, 0.734, -1.967], [-3.267, 0.254, -1.009], [-4.441, -0.361, -1.398], [-4.723, -0.525, -2.745], [-3.830, -0.065, -3.699], [-2.655, 0.558, -3.317], [-1.001, 2.959, -0.559], [0.132, 3.759, -0.393], [0.044, 4.943, 0.314], [-1.162, 5.321, 0.888], [-2.290, 4.531, 0.723], [-2.216, 3.353, -0.001], [3.661, -0.868, -0.978], [3.377, 0.507, -2.649], [3.072, 1.635, -4.596], [1.882, 3.249, -6.009], [-0.386, 4.017, -5.363], [-1.430, 3.142, -3.317], [-3.031, 0.354, 0.043], [-5.131, -0.721, -0.650], [-5.630, -1.020, -3.053], [-4.051, -0.192, -4.747], [-1.959, 0.890, -4.072], [1.082, 3.450, -0.813], [0.919, 5.566, 0.433], [-1.222, 6.226, 1.472], [-3.228, 4.826, 1.167], [-3.099, 2.748, -0.140], [-0.400, -1.399, 5.482], [0.755, -1.124, 4.757], [0.797, -1.367, 3.403], [-0.330, -1.893, 2.743], [-1.470, -2.236, 3.500], [-1.497, -1.975, 4.848], [-0.312, -2.061, 1.392], [-1.000, -3.001, 0.825], [-1.193, -2.914, -0.486], [-1.848, -3.930, -1.212], [-1.917, -3.849, -2.583], [-1.328, -2.790, -3.262], [-0.692, -1.772, -2.552], [-0.663, -1.779, -1.180], [-0.449, -1.182, 6.537], [1.627, -0.729, 5.257], [1.696, -1.189, 2.830], [-2.307, -2.689, 2.995], [-2.376, -2.220, 5.423], [-2.273, -4.758, -0.667], [-2.403, -4.633, -3.140], [-1.353, -2.748, -4.339], [-0.235, -0.960, -3.099]]
}

---

(2)
{
  "formula": "C4H14O2S",
  "method": "ωB97M-V with the def2-TZVPD basis set",
  "energy_ev": -19304.6262,
  "total_charge": 0,
  "lumo_energy_ha": 0.0167,
  "smiles": "CCCCS.O.O",
  "homo_lumo_gap_ev": 9.83,
  "species": ["C", "C", "C", "C", "S", "H", "H", "H", "H", "H", "H", "H", "H", "H", "H", "H", "H", "O", "H", "H", "O"],
  "coordinates": [[0.535, -1.545, -2.146], [0.725, -1.281, -0.623], [0.500, 0.159, -0.166], [1.250, 0.693, 1.023], [0.274, 1.809, 2.154], [0.027, -0.717, -2.625], [0.013, -2.475, -2.349], [1.544, -1.559, -2.565], [-0.031, -1.899, -0.132], [1.672, -1.731, -0.318], [0.754, 0.812, -1.007], [-0.597, 0.275, -0.139], [1.462, -0.120, 1.714], [2.197, 1.186, 0.788], [-0.860, 1.350, 1.615], [-2.175, 3.342, -2.192], [-1.279, 2.524, -1.346], [-1.362, 2.829, -2.257], [-1.570, -1.782, 3.031], [-1.497, -0.475, 3.624], [-1.583, -1.395, 3.917]]
}

---

(3)
{
  "formula": "C3H3NS2",
  "method": "ωB97M-V with the def2-TZVPD basis set",
  "energy_ev": -26316.7345,
  "total_charge": 0,
  "lumo_energy_ha": -0.0224,
  "homo_lumo_gap_ev": 8.16,
  "species": ["C", "C", "C", "N", "S", "S", "H", "H", "H"],
  "coordinates": [[3.880, -0.341, 0.136], [1.325, 0.875, -0.013], [-0.010, 0.287, 0.049], [4.118, 0.806, 0.044], [2.427, 1.896, -0.100], [3.193, -1.792, -0.010], [-0.052, -0.155, 1.093], [-0.873, 0.939, -0.122], [-0.348, -0.326, -0.780]]
}

---

(4)
{
  "formula": "C21H19FeNO6",
  "method": "ωB97M-V with the def2-TZVPD basis set",
  "multiplicity": 5,
  "energy_ev": -70240.2667,
  "total_charge": 0,
  "lumo_energy_ha": [0.0051, -0.0915],
  "homo_lumo_gap_ev": [6.06, 6.61],
  "species": ["C", "O", "C", "C", "C", "C", "C", "C", "Fe", "C", "O", "C", "O", "C", "O", "H", "H", "H", "H", "H", "H", "H", "H", "H", "C", "C", "O", "C", "C", "C", "C", "C", "C", "C", "N", "C", "C", "O", "H", "H", "H", "H", "H", "H", "H", "H", "H", "H"],
  "coordinates": [[-3.862, 3.095, 0.901], [-2.538, 3.510, 0.552], [-1.432, 2.659, 0.438], [-0.863, 1.884, 1.484], [-0.491, 0.445, 1.157], [0.257, 0.187, -0.216], [0.086, 1.386, -1.071], [-0.684, 2.504, -0.822], [0.246, 3.853, 0.915], [1.296, 3.589, 2.247], [2.114, 3.580, 3.052], [-0.327, 5.384, 1.386], [-0.359, 6.484, 1.800], [1.542, 4.403, -0.102], [2.516, 4.797, -0.582], [-4.410, 4.019, 1.098], [-4.324, 2.594, 0.044], [-3.880, 2.460, 1.794], [-1.136, 2.052, 2.543], [0.291, 0.126, 1.863], [-1.382, -0.188, 1.348], [1.271, 0.426, 0.135], [0.813, 1.401, -1.901], [-0.836, 3.303, -1.566], [-3.425, -2.944, -3.068], [-2.609, -3.188, -1.837], [-1.534, -2.226, -1.894], [-0.796, -2.221, -0.769], [0.426, -1.219, -0.811], [1.676, -1.972, -0.261], [1.683, -2.900, 0.799], [2.870, -3.326, 1.421], [4.110, -2.935, 0.904], [5.339, -3.273, 1.597], [6.324, -3.531, 2.167], [4.139, -2.170, -0.274], [2.937, -1.750, -0.862], [-1.045, -3.009, 0.147], [-4.278, -3.622, -3.046], [-3.807, -1.918, -3.096], [-2.860, -3.130, -3.991], [-3.157, -2.976, -0.924], [-2.192, -4.196, -1.811], [0.597, -1.116, -1.887], [0.756, -3.313, 1.171], [2.831, -3.931, 2.337], [5.111, -1.868, -0.692], [2.997, -1.221, -1.815]]
}

---

(5)
{
  "formula": "C4H13N6",
  "method": "ωB97M-V with the def2-TZVPD basis set",
  "energy_ev": -13287.4778,
  "total_charge": 1,
  "lumo_energy_ha": -0.1554,
  "homo_lumo_gap_ev": 8.27,
  "species": ["C", "C", "C", "C", "N", "N", "N", "N", "N", "N", "H", "H", "H", "H", "H", "H", "H", "H", "H", "H", "H", "H", "H"],
  "coordinates": [[0.357, -0.238, -0.455], [1.492, 0.665, -0.540], [1.800, 1.836, -0.476], [0.378, -1.607, -0.983], [-0.695, 0.305, -0.073], [-1.383, 1.246, 0.084], [-4.262, 0.215, -0.413], [3.145, -3.109, 1.301], [2.199, 3.094, -0.575], [-2.083, 1.511, 1.107], [4.174, -2.807, 1.140], [1.161, -2.190, -0.363], [0.745, -1.408, -1.977], [-0.580, -2.102, -0.991], [-4.118, -0.419, -1.205], [-5.160, 0.389, -0.200], [3.197, -2.918, 2.287], [3.328, -4.069, 1.140], [2.611, 3.649, -1.346], [2.247, 3.569, 0.333], [-2.625, 2.312, 1.163], [-4.081, 0.964, -0.996], [-1.848, 1.111, 2.039]]
}

---

(6)
{
  "formula": "C5H8N2",
  "method": "ωB97M-V with the def2-TZVPD basis set",
  "energy_ev": -8290.6182,
  "total_charge": 0,
  "lumo_energy_ha": 0.0322,
  "smiles": "C[C@H]1CN1CC#N",
  "homo_lumo_gap_ev": 10.38,
  "species": ["C", "C", "C", "N", "C", "C", "N", "H", "H", "H", "H", "H", "H", "H", "H"],
  "coordinates": [[-1.831, -0.912, 0.485], [-0.515, -0.356, -0.027], [-0.556, 1.091, -0.387], [0.320, 0.285, 0.955], [1.666, 0.384, 0.384], [1.902, -0.200, -0.978], [2.654, -0.651, -1.733], [-2.246, -0.263, 1.251], [-1.592, -1.880, 0.933], [-2.584, -1.083, -0.306], [-0.232, -0.991, -0.846], [0.029, 2.003, -0.531], [-1.578, 1.438, -0.342], [2.174, 1.346, 0.209], [2.391, -0.212, 0.932]]
}